Model w:
Molecular formula: C16H22N2O6S
Method: DFT, ωB97M-V/def2-TZVPD

Kohn-Sham gap (eV): 9.173
Structure (SMILES): CNS(=O)(=O)c1cccc(C(=O)OCC(=O)N2C[C@@H](C)O[C@@H](C)C2)c1

The geometry in ORCA input format:
```
! wB97M-V def2-TZVPD RIJCOSX def2/J DEFGRID3
* xyz 0 1
S -0.80251 -2.10644 -4.31249
O -0.71180 0.71239 1.97723
O 1.39824 0.30905 6.05059
O 0.52250 2.79382 -0.07599
O 1.18486 0.72669 -0.13756
O -1.36489 -1.90028 -5.49410
O 0.57045 -2.49575 -4.23284
N 0.79948 1.16211 3.50428
N -1.63455 -2.77683 -3.07976
C 2.56553 -1.26860 4.47783
C 0.65871 0.92447 2.21891
C -0.09012 0.31398 5.51996
C -1.48560 0.50133 -4.14764
C 2.36013 0.44677 5.07804
C 2.01872 1.36179 4.16423
C 0.71957 1.61000 -0.64991
C -0.55113 -0.87067 5.03785
C -1.45359 2.01059 -3.80241
C -0.44333 1.45675 4.50647
C -0.79872 -0.20199 -3.51846
C 0.01876 1.21950 -1.89410
C -3.12792 -2.55336 -3.00187
C 1.67923 0.86875 1.25538
C -0.68495 2.22847 -2.54322
C -0.21813 0.12814 -2.29911
H -0.80653 0.75545 6.34958
H 0.42288 -0.77304 -1.79520
H -3.51761 -3.07960 -2.32321
H -1.85920 2.90666 -4.36450
H -3.26994 -1.39718 -2.92629
H -0.82902 3.17705 -2.16186
H -1.66767 -0.90729 5.10087
H -1.22610 1.25643 4.09440
H -1.85583 0.32135 -5.06435
H 3.49264 -1.09019 4.02925
H -0.10715 2.38875 4.91697
H -0.13792 -1.24105 3.96485
H -3.37911 -2.92441 -3.82926
H 2.46737 2.14297 4.52241
H 2.25024 -0.08983 1.50911
H 2.35415 1.58401 1.13075
H -1.32665 -3.58014 -2.88271
H 2.95165 1.23166 3.23770
H 2.40301 -1.80608 5.33213
H -0.31061 -1.98766 5.70756
H 3.00215 0.50883 5.94845
H 1.87170 -1.41724 3.70364
*
```

---

Model x:
Molecular formula: C16H22N2O6S
Method: DFT, ωB97M-V/def2-TZVPD

Kohn-Sham gap (eV): 10.085

The geometry in ORCA input format:
```
! wB97M-V def2-TZVPD RIJCOSX def2/J DEFGRID3
* xyz 0 1
S 3.05843 -0.92158 -2.63296
O 1.87753 -1.24739 -3.50774
O 2.38483 -1.73170 1.50782
O 2.92783 0.59351 -1.91058
O -0.18657 1.13264 -2.05710
O 2.89336 -1.98229 -1.29931
O 2.23934 0.45860 2.37177
N -0.53717 -5.02173 1.52377
N -1.74499 4.40892 -0.74583
C 0.22529 2.49295 -1.77057
C 1.79205 2.77419 -1.97008
C -1.00968 -7.38094 1.59694
C 2.54719 1.62972 -2.85140
C -2.61743 5.58344 1.16605
C 1.48155 -1.90728 -0.90033
C 1.28048 -2.21547 0.68764
C -2.60558 6.77617 0.45744
C -0.55783 -6.23877 0.95623
C -1.74566 5.57654 -1.40897
C -1.45271 -6.01935 3.51396
C -2.16054 6.77746 -0.85652
C -2.17887 4.43643 0.52471
C -0.98458 -4.93723 2.78692
C -1.46444 -7.26463 2.90233
C 1.81589 -0.72743 2.36607
H 0.91592 -1.00835 3.03635
H -2.16574 3.47994 1.03824
H -0.03105 2.73134 -0.67270
H 1.79612 1.30725 -3.64628
H -0.36967 3.23741 -2.40182
H -1.39203 5.52592 -2.43418
H -1.11909 1.05330 -1.73665
H -0.18947 -6.27919 -0.06372
H 1.92279 3.78434 -2.48920
H 0.85242 -2.66805 -1.50075
H 1.00634 -0.88566 -1.08343
H -2.13679 7.69026 -1.43864
H -0.95912 -3.94230 3.22045
H -1.82491 -8.13604 3.43804
H -2.95875 5.54581 2.19302
H 3.42620 2.15188 -3.35871
H -1.00574 -8.33698 1.08861
H -2.93976 7.69594 0.92501
H 1.00720 -3.31905 0.87040
H 0.34699 -1.59988 0.98747
H -1.79988 -5.89226 4.53173
H 2.34029 2.81962 -0.95350
*
```

---

What should be chosen as the least stable of them? Choose model w.

---

Model w:
Molecular formula: CH6NO
Method: DFT, ωB97M-V/def2-TZVPD

Kohn-Sham gap (eV): 6.886

The geometry in ORCA input format:
```
! wB97M-V def2-TZVPD RIJCOSX def2/J DEFGRID3
* xyz -1 1
O 0.41578 -1.65733 -1.96164
N 0.29879 0.19110 0.01428
C -0.43525 0.81596 1.05740
H 0.22013 1.35627 1.76414
H -1.01230 0.05589 1.62950
H 1.08782 -0.34208 0.35997
H -1.17751 1.56729 0.74592
H -0.06776 -0.45268 -0.72106
H 0.67031 -1.53443 -2.88851
*
```

---

Model x:
Molecular formula: CH6NO
Method: DFT, ωB97M-V/def2-TZVPD

Kohn-Sham gap (eV): 7.226

The geometry in ORCA input format:
```
! wB97M-V def2-TZVPD RIJCOSX def2/J DEFGRID3
* xyz -1 1
O 1.59958 -0.67861 -0.75371
N -1.14954 -0.21112 0.04825
C -0.65454 0.94106 0.77709
H -0.35673 -0.84880 -0.06860
H 0.31239 1.28045 0.35857
H -1.36027 1.76224 0.67845
H 1.76909 -1.61777 -0.89735
H -1.34999 0.09810 -0.89277
H -0.47810 0.70556 1.82691
*
```

---

What should be chosen as the least stable of them? Choose model w.

---

Model w:
Molecular formula: C3H5ClFN3
Method: DFT, ωB97M-V/def2-TZVPD

Kohn-Sham gap (eV): 9.579

The geometry in ORCA input format:
```
! wB97M-V def2-TZVPD RIJCOSX def2/J DEFGRID3
* xyz 0 1
Cl 3.22834 0.20125 -0.69709
F -0.12622 -1.94807 0.56270
N 0.16516 1.19073 0.75402
N 1.38943 0.96441 0.90615
N -0.53925 0.21964 0.23833
C 1.97561 -0.16162 0.49963
C -1.84185 0.59098 -0.33382
C 0.11951 -0.89567 -0.26856
H -0.02679 -1.09740 -1.29202
H 2.26500 -0.95964 1.13500
H -2.65935 -0.08377 0.09328
H -1.91491 0.42039 -1.53281
H -2.03466 1.55877 -0.06483
*
```

---

Model x:
Molecular formula: C3H5ClFN3
Method: DFT, ωB97M-V/def2-TZVPD

Kohn-Sham gap (eV): 9.035
Structure (SMILES): N/N=C\N/C=C(\F)Cl

The geometry in ORCA input format:
```
! wB97M-V def2-TZVPD RIJCOSX def2/J DEFGRID3
* xyz 0 1
Cl 1.68956 -0.84236 3.73355
F -0.57103 -0.66258 2.51259
N -1.48839 0.26194 -1.43702
N -0.58912 0.49024 -2.48678
N 0.39052 0.00805 -0.03356
C 0.73822 -0.51889 2.33548
C 1.16253 -0.28716 1.08962
C -0.94442 0.09596 -0.27012
H -1.08405 0.07410 -3.24513
H 0.86779 0.13041 -0.89810
H -0.75839 1.45240 -2.74987
H 2.23997 -0.26484 0.88335
H -1.65321 0.06274 0.56600
*
```

---

What should be chosen as the least stable of them? Choose model w.

---

Model w:
Molecular formula: C23H29N3O4
Method: DFT, ωB97M-V/def2-TZVPD

Kohn-Sham gap (eV): 8.613
Structure (SMILES): CC(=O)c1cccc(OCc2cc(C(=O)N3CCC(N4CCCCC4)CC3)no2)c1

The geometry in ORCA input format:
```
! wB97M-V def2-TZVPD RIJCOSX def2/J DEFGRID3
* xyz 0 1
O -4.60572 -2.61995 1.56975
O -5.39846 2.30957 0.71824
O -0.92606 0.12470 -1.98494
O -1.95902 2.00624 1.88501
N -0.86180 1.64498 1.18132
N 0.89127 1.21100 -1.21208
N 4.79805 -0.14085 -0.18530
C 5.88586 0.67688 0.31524
C 7.15573 -0.16580 0.41070
C -6.82719 1.17025 -0.73917
C 2.82074 -0.21565 -1.65552
C -3.03768 1.94831 1.08549
C -5.83005 1.10566 0.23546
C 2.71855 1.19019 0.40035
C 1.62195 2.02094 -0.26721
C 4.50437 -1.20783 0.75293
C 3.65766 0.61292 -0.67417
C -0.40257 0.84407 -1.14746
C 5.71364 -2.13453 0.85861
C -2.65394 1.54028 -0.15798
C -5.66388 -3.83527 -0.18138
C -6.86388 -1.22789 -0.88999
C -1.24840 1.36590 -0.03884
C -5.36278 -0.13241 0.64449
C -7.33537 0.01111 -1.29015
C -5.87395 -1.30385 0.08434
C 6.92726 -1.34972 1.34319
C -4.36248 2.33193 1.66428
C -5.31298 -2.58705 0.58771
C 1.72458 0.65856 -2.26175
H -7.27613 -2.12005 -1.33234
H 1.08251 0.07552 -2.92400
H 2.35181 -1.05505 -1.14201
H 7.97970 0.45362 0.76955
H -8.10668 0.07467 -2.04291
H -5.11407 -4.67728 0.23117
H 6.74505 -0.98570 2.35753
H -4.58888 1.69220 2.52978
H 3.27639 1.82159 1.09314
H 5.92179 -2.55367 -0.12678
H 3.64410 -1.77347 0.39444
H 2.17138 1.48411 -2.82765
H 7.81088 -1.98999 1.36849
H 2.25244 0.38210 0.96476
H 6.04949 1.50615 -0.37780
H 7.40678 -0.53282 -0.58548
H -4.59174 -0.24255 1.39084
H 5.48793 -2.95384 1.54330
H 4.26752 -0.81455 1.75794
H -4.31486 3.36928 2.01440
H 4.07936 1.45555 -1.23922
H -6.73059 -4.03301 -0.09748
H -5.41230 -3.71294 -1.23207
H 5.65962 1.10147 1.31073
H 2.07911 2.85507 -0.81575
H -3.24601 1.37789 -1.03236
H 0.94281 2.41202 0.48772
H 3.46261 -0.60972 -2.44298
H -7.18350 2.14070 -1.04611
*
```

---

Model x:
Molecular formula: C23H29N3O4
Method: DFT, ωB97M-V/def2-TZVPD

Kohn-Sham gap (eV): 8.847
Structure (SMILES): O=C(c1ccc(=O)[nH]c1)N(Cc1ccco1)C1(C(=O)NC2CCCC2)CCCCC1

The geometry in ORCA input format:
```
! wB97M-V def2-TZVPD RIJCOSX def2/J DEFGRID3
* xyz 0 1
O -1.68251 -0.30768 -1.52190
O 0.41925 -0.57998 1.64331
O 4.12841 0.86783 -1.19516
O 5.84613 -3.00975 -0.14379
N -2.13238 -0.47543 0.69452
N 4.51443 -1.67130 1.09357
N 0.75159 0.71197 -0.19991
C -4.13927 -1.61011 -0.27905
C 3.65474 -2.53472 -0.94625
C 1.08941 -0.27019 0.66938
C -1.54045 0.07634 -0.37600
C 5.19687 1.30547 -0.50850
C 1.69831 1.11259 -1.23142
C -0.91642 2.31166 -1.21244
C -2.16985 2.60812 1.41948
C 4.81487 2.16711 0.47118
C -2.49293 3.57079 0.28351
C 2.51316 -1.83647 -0.74318
C 3.40509 2.26667 0.37324
C -2.92032 -1.69332 0.64334
C 2.36680 -0.99903 0.39699
C -4.56537 -3.07146 -0.45436
C 3.03728 1.44990 -0.65601
C -2.18172 -2.91836 0.09523
C -0.77308 2.01659 1.24256
C -3.30622 -3.91929 -0.17535
C -2.33682 2.85552 -1.05215
C 3.37611 -0.98227 1.31015
C -0.61043 1.29548 -0.10467
C 4.76696 -2.46152 -0.02939
H 2.75697 2.85735 0.98735
H -3.24978 -1.89164 1.66842
H -3.51159 3.94745 0.38992
H -2.54553 3.54380 -1.87345
H 1.83232 0.32241 -1.97726
H -3.82258 -1.18819 -1.23142
H 5.26834 -1.62876 1.76884
H -0.53723 1.35158 2.07199
H -2.91256 1.80920 1.43216
H -4.95331 -3.24740 -1.45625
H -0.03785 2.82673 1.26094
H -1.70823 -0.27292 1.58715
H -1.43059 -3.29499 0.78800
H -0.22285 3.15383 -1.15813
H -1.81389 4.42631 0.32092
H -3.46401 -4.55060 0.69987
H 1.68609 -1.92530 -1.43368
H -5.35451 -3.32419 0.25456
H -3.05066 2.03288 -1.11612
H -3.06360 -4.57021 -1.01360
H 3.78225 -3.17687 -1.80310
H -2.21782 3.12849 2.37829
H -4.93225 -0.98861 0.13522
H 6.15679 0.93753 -0.81079
H 5.44837 2.67351 1.16985
H 1.30301 1.98628 -1.74529
H -1.69162 -2.63428 -0.83545
H -0.83735 1.82392 -2.18493
H 3.31202 -0.40249 2.21908
*
```

---

What should be chosen as the least stable of them? Choose model w.

---

Model w:
Molecular formula: C6H10NO2
Method: DFT, ωB97M-V/def2-TZVPD

Kohn-Sham gap (alpha / beta) (eV): 4.397 / 2.961

The geometry in ORCA input format:
```
! wB97M-V def2-TZVPD RIJCOSX def2/J DEFGRID3
* xyz 1 1
O -0.56169 -1.68840 -0.06041
O 0.49139 -0.20697 2.98406
N 0.41826 0.22800 -1.43945
C -0.21831 1.49343 -1.43900
C -0.14053 -0.37743 1.81943
C -1.57929 1.62245 -1.43000
C -2.75768 1.79510 -1.11941
C 0.48717 -1.14151 0.70422
C 1.33008 -0.21343 -0.32720
H -0.29908 -0.44118 -1.55036
H -3.62928 2.05478 -0.61048
H -1.08782 -0.15356 1.69204
H 2.20774 -0.70172 -0.55927
H 0.50498 2.20654 -1.50842
H 0.87360 -0.02245 -2.26238
H 0.03715 0.16507 3.71036
H 1.65873 0.69130 0.02148
H -0.50617 -2.57541 0.26444
H 1.32088 -1.75827 0.89722
*
```

---

Model x:
Molecular formula: C6H10NO2
Method: DFT, ωB97M-V/def2-TZVPD

Kohn-Sham gap (eV): 10.566
Structure (SMILES): O=C1CO[C@H]2CC[NH2+][C@@H]12

The geometry in ORCA input format:
```
! wB97M-V def2-TZVPD RIJCOSX def2/J DEFGRID3
* xyz 1 1
O 2.11778 -1.77435 -0.42176
O 1.48953 1.66180 0.16288
N -0.62762 -1.29958 0.52414
C 2.31860 0.58950 -0.28093
C 0.24220 1.13754 0.58111
C -0.63383 0.88925 -0.69745
C -1.46096 -0.39177 -0.31114
C 0.56087 -0.59177 0.99112
C 1.83538 -0.74746 0.11776
H 0.73859 -0.61922 1.97636
H -1.33796 1.73100 -0.78211
H -0.16244 1.66191 1.40789
H -2.25128 -0.11542 0.35029
H -1.15010 -1.65676 1.28492
H 0.02688 0.61404 -1.57946
H -1.66944 -0.88466 -1.17664
H 2.55238 0.53896 -1.45965
H 3.41158 0.78568 0.14506
H -0.32750 -1.99416 -0.20604
*
```

---

What should be chosen as the least stable of them? Choose model w.

---

Model w:
Molecular formula: C5H2N2O
Method: DFT, ωB97M-V/def2-TZVPD

Kohn-Sham gap (eV): 9.568
Structure (SMILES): C=C(C#N)C(=O)C#N

The geometry in ORCA input format:
```
! wB97M-V def2-TZVPD RIJCOSX def2/J DEFGRID3
* xyz 0 1
O 0.19895 -1.76457 0.22722
N 3.05086 0.03420 -0.04560
N -2.96644 0.03809 -0.28862
C -0.40971 -0.64587 0.01449
C 0.44792 0.50713 -0.10736
C 1.93251 0.20286 -0.26246
C -0.24824 1.67427 0.19038
C -1.86027 -0.20940 0.08155
H -1.44130 1.74005 0.59422
H 0.08547 2.69646 0.42790
*
```

---

Model x:
Molecular formula: C5H2N2O
Method: DFT, ωB97M-V/def2-TZVPD

Kohn-Sham gap (eV): 9.082
Structure (SMILES): C=C(C#N)C(=O)C#N

The geometry in ORCA input format:
```
! wB97M-V def2-TZVPD RIJCOSX def2/J DEFGRID3
* xyz 0 1
O 1.40444 -1.47277 -0.10370
N 2.79753 1.75662 0.09285
N -1.43740 2.40725 0.06924
C -0.45565 -0.07348 -0.13810
C 2.11395 0.74936 -0.11392
C -1.31921 -1.15384 0.11211
C -1.04977 1.35637 -0.26040
C 1.07948 -0.26420 -0.02524
H -2.43589 -1.14941 -0.04988
H -0.69748 -2.15588 0.41705
*
```

---

Model y:
Molecular formula: C5H2N2O
Method: DFT, ωB97M-V/def2-TZVPD

Kohn-Sham gap (eV): 8.648
Structure (SMILES): N#CC1=CC(=O)N=C1

The geometry in ORCA input format:
```
! wB97M-V def2-TZVPD RIJCOSX def2/J DEFGRID3
* xyz 0 1
O 2.58305 -0.80470 -0.04222
N 1.24370 1.23928 -0.01824
N -3.23231 -0.38380 -0.10077
C -0.00786 1.36664 0.01326
C -2.07387 -0.16606 0.01687
C 0.20560 -1.00615 0.14145
C 1.56893 -0.18091 -0.08645
C -0.68675 0.03271 0.05385
H 0.00760 -2.05078 0.11137
H -0.78806 2.22270 0.22570
*
```

---

What should be chosen as the least stable of them? Choose model w.